1.
ORCA calculation (wB97M-V/def2-TZVPD) on a cluster of 2 separate species, C5H13NSi in total.

Output
HOMO (eV): -7.64
SMILES: C=[Si](C)C.C1CN1

Structure (ORCA input):
```
! RIJCOSX wB97M-V def2-TZVPD def2/J DEFGRID3
* xyz 0 1
H 0.70 -3.93 0.70
H 1.32 4.44 0.92
C -0.51 -0.88 -1.86
H 1.72 -3.43 -0.72
H 1.72 2.57 -0.86
H -2.94 -1.60 0.31
C 0.07 2.74 0.58
N 1.32 2.32 0.06
H -0.66 0.06 -1.20
C 1.34 3.26 1.13
H -0.49 1.94 1.09
Si -0.46 -2.17 -0.44
H -1.46 -1.01 -2.55
H 0.28 -0.84 -2.59
H -1.63 -1.46 1.66
H -1.98 -3.03 1.10
C 0.93 -3.29 -0.07
H -0.68 3.37 0.04
H 1.78 2.83 2.06
C -1.92 -1.95 0.73
*
```

2.
ORCA calculation (wB97M-V/def2-TZVPD) on a cluster of 2 separate species, C5H13O2 in total.

Output
HOMO (eV): -3.72

Structure (ORCA input):
```
! RIJCOSX wB97M-V def2-TZVPD def2/J DEFGRID3
* xyz -1 1
H -1.14 0.86 0.14
H 1.12 -0.95 -2.19
O -1.84 0.08 -2.02
H 0.38 -1.44 1.35
C 1.41 -0.03 -1.63
C 0.20 -0.69 0.58
H -2.04 1.31 2.43
H 2.11 -1.38 -0.06
O 0.46 0.96 -1.86
C -1.32 0.50 2.30
H 2.37 0.25 -2.08
H 0.12 1.43 1.08
C -0.54 0.55 0.99
H -1.85 -0.45 2.42
C 1.53 -0.46 -0.17
H -0.52 0.53 -2.08
H 2.20 0.27 0.33
H -0.65 0.63 3.16
H -0.32 -1.20 -0.25
H -1.69 -0.77 -2.44
*
```

3.
ORCA calculation (wB97M-V/def2-TZVPD) on a cluster of 2 separate species, C5H13O2 in total.

Output
HOMO (eV): -3.05

Structure (ORCA input):
```
! RIJCOSX wB97M-V def2-TZVPD def2/J DEFGRID3
* xyz -1 1
H -2.03 -0.07 0.74
H 0.34 2.42 1.57
H 1.57 0.62 2.21
H 0.90 0.08 -0.01
C 0.13 0.34 0.72
O 0.16 -0.52 -1.89
H -0.53 2.50 0.09
H -0.86 -1.55 0.35
H -1.29 1.88 1.57
C -1.10 -0.49 0.25
O 2.33 -1.70 -3.04
C 0.71 -0.09 2.13
H -1.80 -1.25 -1.63
H 0.94 -1.13 2.00
C -1.09 -0.40 -1.30
H -0.03 0.23 2.91
H 1.69 -1.08 -2.41
H 1.72 -2.17 -3.60
C -0.36 1.78 0.95
H -1.39 0.58 -1.62
*
```

4.
ORCA calculation (wB97M-V/def2-TZVPD) on a cluster of 2 separate species, C5H13O2 in total.

Output
HOMO (eV): -3.65

Structure (ORCA input):
```
! RIJCOSX wB97M-V def2-TZVPD def2/J DEFGRID3
* xyz -1 1
H 0.72 1.94 -0.39
H 1.01 -0.81 0.22
H -0.91 -1.73 2.93
H 2.56 0.24 -1.09
H -0.87 1.42 -0.83
O -1.35 -1.74 2.10
H 1.54 0.45 -2.45
C -0.04 1.17 -0.18
H 1.80 -1.21 -1.88
H -1.06 -0.51 -1.92
H -0.30 -2.07 -1.41
H -0.61 2.49 1.36
C -0.68 -1.10 -1.09
C -0.37 1.41 1.29
O -1.47 0.73 1.79
H -1.39 -1.23 -0.28
H -1.25 -0.34 1.98
H 0.52 1.28 1.94
C 1.66 -0.18 -1.56
C 0.48 -0.23 -0.54
*
```

5.
ORCA calculation (wB97M-V/def2-TZVPD) on a cluster of 2 separate species, C5H13O2 in total.

Output
HOMO (alpha / beta) (eV): -10.49 / -9.96

Structure (ORCA input):
```
! RIJCOSX wB97M-V def2-TZVPD def2/J DEFGRID3
* xyz 0 2
C 1.41 -0.61 2.17
H -1.65 -1.75 -1.67
H 0.77 -1.24 -1.13
C -0.94 -0.23 -0.38
H 0.12 3.05 -1.48
H 0.60 -1.28 2.43
H 1.13 0.88 0.59
C 1.37 -0.18 0.67
C 0.35 -0.98 -0.17
H -0.79 0.55 -1.13
O -3.18 -0.53 -1.30
H 1.45 0.28 2.79
H 0.35 4.27 -2.36
H -1.34 0.27 0.52
H 2.38 -0.33 0.29
H 0.15 -1.95 0.30
H 2.36 -1.12 2.37
C -2.10 -1.18 -0.85
O -0.20 3.95 -1.64
H -2.27 -1.87 -0.02
*
```

6.
ORCA calculation (wB97M-V/def2-TZVPD) on a cluster of 2 separate species, C5H13P in total.

Output
HOMO (alpha / beta) (eV): -7.26 / -7.72

Structure (ORCA input):
```
! RIJCOSX wB97M-V def2-TZVPD def2/J DEFGRID3
* xyz 0 1
H 1.72 1.60 -1.40
H -1.99 1.65 0.13
H 2.23 -1.69 1.43
C 1.28 1.29 1.34
C -2.35 -0.51 -0.25
H -1.66 0.71 1.59
C 1.33 0.57 -1.53
P 0.88 -0.02 0.17
H 3.02 -1.06 -0.07
H 1.81 -2.38 -0.12
H -3.33 0.84 1.00
C 2.07 -1.48 0.37
H 2.23 -0.10 -2.00
C -2.35 0.61 0.71
H -1.88 -1.39 0.12
H 0.40 0.66 -2.22
H -2.69 -0.45 -1.27
H 0.92 2.12 0.76
H 0.89 0.99 2.37
*
```

7.
ORCA calculation (wB97M-V/def2-TZVPD) on a cluster of 2 separate species, C5H14 in total.

Output
HOMO (alpha / beta) (eV): 1.46 / -7.33

Structure (ORCA input):
```
! RIJCOSX wB97M-V def2-TZVPD def2/J DEFGRID3
* xyz -1 2
H 1.67 -1.90 -1.25
H 2.73 -2.20 0.14
H 1.08 -2.78 0.09
H -2.43 1.51 -2.29
H 1.91 -0.12 2.41
C 1.73 -1.93 -0.16
C 1.18 -0.63 0.45
H -2.35 0.87 0.70
C -1.93 0.83 -0.31
C -2.90 1.50 -1.31
H -1.91 -0.26 -0.39
H 3.13 0.12 1.12
H 0.24 -0.81 0.96
H 1.70 1.21 1.46
H 0.83 -0.06 -0.40
H -3.84 0.95 -1.35
C 2.07 0.18 1.37
H -3.00 2.55 -1.06
H -0.99 1.35 -0.40
*
```

8.
ORCA calculation (wB97M-V/def2-TZVPD) on a cluster of 2 separate species, C5H14 in total.

Output
HOMO (alpha / beta) (eV): 1.46 / -7.27

Structure (ORCA input):
```
! RIJCOSX wB97M-V def2-TZVPD def2/J DEFGRID3
* xyz -1 2
C 1.39 1.42 1.05
H 0.01 0.33 -2.65
H 0.30 -1.56 -2.71
H 1.83 0.39 0.87
C -0.22 -0.67 -2.21
H 2.27 2.06 1.27
H -2.33 -1.09 -0.65
H 0.06 0.28 2.09
H 0.81 1.43 3.13
H 0.84 1.58 0.05
C -1.36 -1.44 -0.27
H -1.44 -1.39 0.84
H -1.25 -2.44 -0.59
H -1.27 -0.86 -2.49
C 0.39 1.32 2.15
C -0.16 -0.64 -0.78
H -0.29 0.36 -0.42
H -0.52 2.08 1.94
H 0.69 -1.06 -0.35
*
```

9.
ORCA calculation (wB97M-V/def2-TZVPD) on a cluster of 2 separate species, C5H14 in total.

Output
HOMO (alpha / beta) (eV): 1.48 / -7.46

Structure (ORCA input):
```
! RIJCOSX wB97M-V def2-TZVPD def2/J DEFGRID3
* xyz -1 2
C 0.24 1.37 1.34
H -1.37 0.00 1.20
H -1.60 1.11 2.45
C -1.91 1.97 0.44
C 1.26 -1.93 -2.26
H 0.65 0.95 2.30
H 1.97 -1.61 -0.20
H 0.92 -0.85 -2.20
H 0.73 0.78 0.48
H 2.08 -3.30 -0.75
C -1.29 1.05 1.40
H -2.89 1.59 0.27
H 0.40 -2.39 -2.67
H -2.14 3.00 0.92
C 1.60 -2.38 -0.82
H 0.36 2.46 1.37
H -1.17 2.28 -0.46
H 2.01 -1.92 -3.06
H 0.67 -2.55 -0.26
*
```

10.
ORCA calculation (wB97M-V/def2-TZVPD) on a cluster of 2 separate species, C5H14 in total.

Output
HOMO (eV): -11.06
SMILES: CCC.CC

Structure (ORCA input):
```
! RIJCOSX wB97M-V def2-TZVPD def2/J DEFGRID3
* xyz 0 1
H 0.20 2.23 -0.48
H -1.40 2.41 0.29
H -2.10 1.88 -2.37
H 1.94 -3.07 0.49
H 0.73 -2.50 1.76
H -2.00 -0.79 -1.42
H 3.39 -1.08 1.50
H 2.34 -3.07 2.16
H 1.99 -0.54 0.50
C 2.30 -1.06 1.39
C 1.77 -2.52 1.43
H -0.57 1.03 -2.20
H -1.81 0.09 -0.05
H 1.90 -0.60 2.28
C -2.25 0.22 -1.06
H -0.78 3.42 -0.99
C -0.87 2.37 -0.66
H -3.32 0.24 -0.93
C -1.45 1.35 -1.64
*
```

11.
ORCA calculation (wB97M-V/def2-TZVPD) on a cluster of 2 separate species, C5H14 in total.

Output
HOMO (eV): -11.01
SMILES: CCC.CC

Structure (ORCA input):
```
! RIJCOSX wB97M-V def2-TZVPD def2/J DEFGRID3
* xyz 0 1
H -1.67 0.88 2.26
H 0.43 -1.14 -3.35
H 1.95 1.83 1.05
H -1.15 -1.34 -0.71
C -0.68 1.31 2.13
H -0.40 1.78 3.06
C 0.38 0.31 1.69
H 0.03 -0.70 1.36
H 1.99 0.20 0.13
H -0.84 1.94 1.29
H -1.97 -0.88 -1.94
C 1.32 0.94 0.66
H 1.00 -1.73 -1.83
H 0.86 -0.02 2.57
C -0.93 -0.91 -1.61
H 0.70 1.53 -0.10
H -0.79 0.21 -1.35
C 0.06 -1.62 -2.45
H -0.30 -2.59 -2.84
*
```

12.
ORCA calculation (wB97M-V/def2-TZVPD) on a cluster of 2 separate species, C5H14 in total.

Output
HOMO (eV): -10.78
SMILES: CCC.CC

Structure (ORCA input):
```
! RIJCOSX wB97M-V def2-TZVPD def2/J DEFGRID3
* xyz 0 1
C 0.68 0.97 1.30
C 0.42 -1.37 -2.73
C -1.74 0.10 1.84
H -2.79 0.40 1.90
H 1.05 0.19 -1.35
H -1.39 -0.62 2.58
H -1.65 -0.52 0.93
H 1.46 -1.44 -0.83
H -0.83 2.06 2.26
C -0.85 1.26 1.50
H 0.77 -2.41 -2.90
H 1.08 1.83 1.85
H 1.05 0.01 1.58
H -1.26 1.81 0.64
H -0.59 -1.68 -2.46
H 0.90 1.01 0.24
H 0.56 -0.93 -3.70
H 2.35 -0.64 -2.15
C 1.37 -0.79 -1.69
*
```

Calculated values (Ha) of DFT total energy for the records, taken in order: -542.402932; -348.778012; -348.748864; -348.779235; -348.688390; -539.458234; -198.816281; -198.788739; -198.788783; -198.862199; -198.849585; -198.853499.
Calculated values (kcal/mol) of energy relative to the best compared isomer or geometry (same formula, charge and spin) for the records, taken in order: 104.3; 13.7; 32.0; 13.0; 14.5; 108.3; 10.2; 27.5; 27.5; 16.9; 24.8; 22.4.